Entry from the Open Molecules 2025 dataset: 2 unconnected molecules or ions with the total composition C3H3N3O4S2 at a distorted geometry (the ωB97M-V functional and the def2-TZVPD basis).

The spin multiplicity is 1. The value obtained for the max |F| is 3.749 eV Å⁻¹. Its charge is -2. Its highest occupied orbital energy is -0.69 eV. As for the energy above the lowest of the compared OMol25 structures with the same formula, charge and spin: 21.4 kcal per mole.

Structure (XYZ):
```
15
Properties=species:S:1:pos:R:3:forces:R:3:nbo_charge:R:1
C -1.684 -0.331 0.275 -1.157 2.514 0.244 -0.4396
C -2.944 -0.932 0.363 -1.449 1.788 -1.026 -0.1609
C -0.810 -1.381 0.262 0.193 1.793 -0.449 -0.1516
N -2.792 -2.227 0.329 -0.703 -1.981 0.413 -0.4034
N -1.489 -2.483 0.294 0.334 -3.733 -0.066 -0.3952
N 1.796 0.115 0.037 0.381 0.068 -1.173 -1.1744
O 1.185 1.452 -2.098 -2.286 0.043 -1.446 -0.9601
O 2.433 1.179 2.218 0.018 0.221 -0.467 -0.9715
O 3.453 0.845 -1.780 0.337 -0.752 0.038 -0.9772
O 2.355 2.404 -0.138 -0.668 -2.017 0.020 -0.9120
S 2.164 1.047 -1.176 3.207 1.823 0.572 2.4239
S 1.580 1.354 1.037 -0.288 1.142 2.368 1.5816
H -1.464 0.731 0.208 0.024 -0.165 -0.005 0.1832
H -3.985 -0.564 0.149 1.159 0.114 0.665 0.1455
H 0.203 -1.211 0.020 0.899 -0.857 0.314 0.2116
```
Positions in Å, forces in eV/Å.


Entry from the Open Molecules 2025 dataset: H5N2OPS in the gas phase at a distorted geometry (the ωB97M-V functional and the def2-TZVPD basis).

The spin multiplicity is 1. The value obtained for the max |F| is 4.541 eV Å⁻¹. As for the SMILES: NP(N)(O)=S. Its highest occupied orbital energy is -8.31 eV. As for the energy above the lowest of the compared OMol25 structures with the same formula, charge and spin: 50.0 kcal per mole.

Structure (XYZ):
```
10
Properties=species:S:1:pos:R:3:forces:R:3:nbo_charge:R:1
N -0.086 -1.096 -0.716 0.594 -0.862 -1.884 -1.2004
P 0.661 0.294 -0.135 2.389 -1.258 -0.264 1.8064
N -0.383 0.499 1.140 1.017 0.854 1.752 -1.1889
O 0.384 1.605 -1.090 -2.755 -3.610 0.031 -0.9588
S 3.131 0.140 0.521 -3.979 0.245 -1.146 -0.6366
H -1.131 -1.099 -0.798 1.559 0.121 0.280 0.4202
H 0.388 -1.787 -1.392 -0.899 1.895 1.489 0.4300
H -0.682 1.478 1.233 0.239 -0.525 0.125 0.4047
H 0.224 0.244 1.969 -1.315 0.376 -0.792 0.4223
H 1.074 2.160 -0.914 3.149 2.764 0.409 0.5011
```
Positions in Å, forces in eV/Å.


Entry from the Open Molecules 2025 dataset: 3 unconnected molecules or ions with the total composition C32H69N9O5P2 at a distorted geometry (the ωB97M-V functional and the def2-TZVPD basis).

The spin multiplicity is 1. The value obtained for the max |F| is 5.997 eV Å⁻¹. As for the SMILES: O=NO[C@H]1CC(=O)N[C@H]1CCCCCCCCCCCCn1cccc1.CN(C)P(=O)(N(C)C)N(C)C.CN(C)P(=O)(N(C)C)N(C)C. Its highest occupied orbital energy is -7.95 eV. As for the energy above the lowest of the compared OMol25 structures with the same formula, charge and spin: 0.0 kcal per mole.

Structure (XYZ):
```
117
Properties=species:S:1:pos:R:3:forces:R:3:mulliken_charge:R:1
O -3.889 3.569 -2.331 -0.239 -0.310 0.373 -0.3026
N -3.726 2.534 -1.826 -0.127 0.516 -0.587 0.1123
O -2.357 2.393 -1.415 1.267 -0.047 0.528 -0.2972
C -1.656 1.604 -2.380 -1.419 -0.315 -1.524 -0.4638
C -0.638 2.297 -3.307 -0.260 -0.569 1.608 0.2950
C -0.054 1.050 -4.004 0.504 1.315 0.220 0.2678
O 0.425 1.053 -5.113 -0.392 -0.554 0.828 -0.6237
N -0.206 -0.094 -3.142 -1.062 0.488 -0.869 -0.4080
C -1.034 0.256 -1.963 -1.259 -0.069 0.919 0.0571
C -0.422 0.103 -0.560 1.377 0.886 -0.457 -1.1229
C 0.325 1.373 -0.049 -0.148 -1.158 0.093 -0.7755
C 1.671 1.466 -0.779 0.206 0.767 0.312 0.4141
C 2.466 2.766 -0.497 -0.750 0.023 0.247 -1.0871
C 2.360 3.844 -1.581 0.664 0.090 -0.365 -0.8520
C 2.954 3.482 -2.982 0.391 0.400 0.412 -0.5637
C 3.887 2.264 -3.036 -0.696 -0.215 -0.878 -0.4032
C 4.789 2.236 -4.284 0.245 -0.753 0.596 -0.7906
C 5.648 0.931 -4.235 -0.769 -0.058 0.279 -0.9560
C 5.360 -0.047 -5.394 0.972 -0.042 -0.172 -0.5707
C 6.615 -0.218 -6.297 -1.055 -0.052 0.176 -0.9458
C 6.177 -0.811 -7.644 0.526 0.570 0.834 -0.7165
N 5.435 0.184 -8.424 0.452 -1.983 0.377 0.2637
C 4.505 -0.261 -9.306 -0.852 0.716 -0.788 -0.4123
C 3.946 0.833 -9.916 0.090 0.422 -0.113 -0.5963
C 4.601 1.975 -9.381 -0.098 0.280 -0.006 -0.6209
C 5.508 1.537 -8.448 -0.081 0.347 -0.264 -0.2289
H -2.457 1.307 -3.086 0.181 -0.194 0.103 0.6045
H -1.113 3.020 -3.965 0.337 -0.074 -0.157 0.5152
H 0.062 2.763 -2.606 0.333 0.199 -0.634 -0.5024
H -0.859 -0.644 -3.704 0.878 -0.815 -0.093 0.4581
H -1.894 -0.427 -1.939 0.295 -0.161 -0.148 0.6476
H 0.370 -0.654 -0.657 -0.290 -0.128 0.038 0.4357
H -1.127 -0.291 0.173 -0.256 0.252 -0.259 0.2626
H 0.488 1.186 1.021 0.172 0.358 -0.092 0.4403
H -0.293 2.272 -0.131 0.136 -0.038 -0.113 0.2459
H 2.290 0.617 -0.471 -0.196 -0.070 -0.195 0.3446
H 1.504 1.394 -1.856 0.126 -0.224 0.092 -0.5455
H 2.069 3.208 0.429 0.127 -0.095 -0.053 0.4292
H 3.511 2.532 -0.279 -0.063 0.079 -0.173 0.4957
H 2.917 4.716 -1.214 -0.145 -0.078 0.015 0.4429
H 1.335 4.203 -1.728 0.014 -0.189 0.257 0.2289
H 2.153 3.385 -3.723 0.135 -0.226 0.060 0.2074
H 3.540 4.352 -3.313 -0.148 -0.070 -0.007 0.5523
H 3.249 1.373 -3.123 0.217 -0.021 0.230 0.2320
H 4.500 2.117 -2.144 -0.043 0.316 -0.018 0.3122
H 4.179 2.175 -5.189 0.008 0.431 0.087 0.3436
H 5.414 3.135 -4.303 -0.075 -0.069 -0.170 0.3958
H 5.383 0.406 -3.309 0.121 0.162 -0.023 0.4471
H 6.714 1.163 -4.131 -0.076 -0.083 -0.282 0.5676
H 5.087 -1.045 -5.028 0.024 0.164 0.092 0.3208
H 4.514 0.278 -6.009 0.114 0.166 0.136 0.3741
H 7.320 -0.869 -5.772 0.064 0.055 -0.258 0.3907
H 7.075 0.768 -6.404 0.168 -0.213 -0.213 0.4430
H 5.481 -1.624 -7.420 0.085 0.003 -0.181 0.3748
H 7.022 -1.234 -8.198 -0.111 0.256 -0.121 0.3152
H 4.246 -1.291 -9.498 0.343 -0.084 0.402 0.3489
H 3.158 0.835 -10.654 0.084 -0.070 0.029 0.4129
H 4.450 3.016 -9.624 -0.141 -0.120 -0.036 0.4246
H 6.164 2.118 -7.821 0.049 -0.194 0.000 0.3351
C -4.709 -0.079 3.626 -0.550 0.139 0.152 -1.1746
N -4.707 -0.230 2.195 0.382 0.380 -0.775 0.4613
C -3.652 0.523 1.543 0.236 -0.228 -0.143 -0.8536
P -5.622 -1.321 1.260 0.892 -1.873 5.624 0.9284
O -4.506 -2.128 0.627 -1.237 1.636 -2.739 -0.9563
N -6.321 -2.630 2.167 -0.537 -0.210 0.536 0.2406
C -5.645 -3.153 3.340 0.368 0.328 0.163 -1.0336
C -6.735 -3.731 1.303 -0.003 0.172 -0.256 -1.2140
N -7.078 -0.396 1.547 0.311 0.067 -2.158 0.0758
C -7.256 0.804 0.730 0.158 0.236 0.143 -1.1198
C -8.336 -0.890 2.090 -0.273 -0.391 -0.112 -0.9213
H -5.713 -0.182 4.045 -0.011 -0.123 -0.049 0.3249
H -4.364 0.919 3.913 0.007 0.024 -0.150 0.4215
H -4.046 -0.809 4.106 -0.024 0.024 0.061 0.2521
H -3.859 1.599 1.603 0.078 -0.001 0.118 0.3305
H -3.581 0.275 0.484 -0.013 -0.120 0.050 0.2384
H -2.672 0.326 1.992 0.016 0.055 -0.020 0.0468
H -4.586 -3.381 3.153 0.008 -0.069 0.042 0.2587
H -6.131 -4.066 3.689 -0.077 -0.039 -0.226 0.3844
H -5.709 -2.456 4.177 0.095 0.055 -0.061 0.2624
H -5.885 -4.343 0.978 -0.023 0.009 -0.074 0.3249
H -7.235 -3.350 0.407 0.053 -0.014 -0.009 0.3986
H -7.452 -4.371 1.823 0.023 0.064 0.098 0.3567
H -7.445 1.669 1.373 -0.094 -0.013 -0.025 0.3302
H -8.088 0.701 0.027 0.016 -0.008 -0.006 0.4231
H -6.360 1.022 0.146 0.047 -0.025 0.058 0.2986
H -8.197 -1.295 3.089 0.126 -0.153 -0.118 0.2859
H -8.798 -1.652 1.457 -0.110 -0.017 0.098 0.2541
H -9.046 -0.064 2.187 0.195 0.160 -0.257 0.4172
C -0.826 -0.142 5.609 -0.149 -0.233 0.516 -0.9299
N -0.107 -1.154 4.881 -0.099 -0.518 -0.806 0.1895
C -0.592 -1.330 3.525 0.271 0.100 -0.200 -1.2536
P 1.321 -1.956 5.350 -0.611 5.391 2.556 0.9244
O 2.251 -1.513 4.240 -0.305 -3.330 -0.706 -0.9135
N 2.185 -1.186 6.648 -0.004 0.173 0.783 0.2484
C 2.147 0.257 6.802 -0.382 0.205 -0.282 -1.0701
C 3.564 -1.655 6.739 -0.053 -0.256 -0.166 -1.2024
N 0.443 -2.888 6.541 0.792 -1.463 -1.403 0.0679
C -0.309 -4.039 6.042 -0.280 0.109 -0.091 -1.2282
C 0.744 -2.998 7.962 0.414 -0.089 0.237 -0.9101
H -0.845 -0.347 6.682 0.133 0.001 0.005 0.3319
H -1.873 -0.103 5.292 0.035 -0.119 -0.088 0.1067
H -0.395 0.853 5.444 -0.052 0.022 0.040 0.3253
H -1.587 -1.794 3.533 -0.060 0.140 -0.002 0.3715
H 0.059 -1.990 2.953 0.106 0.100 0.042 0.4565
H -0.653 -0.376 2.985 0.001 -0.022 -0.036 0.3354
H 2.371 0.789 5.867 0.045 0.061 0.029 0.2764
H 2.865 0.583 7.557 0.131 -0.198 -0.047 0.3836
H 1.175 0.590 7.168 -0.031 -0.012 -0.119 0.2850
H 4.206 -1.203 5.975 0.024 -0.072 -0.021 0.3398
H 3.609 -2.742 6.612 0.014 0.028 -0.048 0.4016
H 3.976 -1.430 7.726 -0.100 0.063 0.021 0.3520
H -1.349 -3.980 6.378 0.027 -0.067 0.065 0.3361
H 0.118 -4.986 6.382 0.008 0.008 -0.015 0.4089
H -0.321 -4.059 4.951 -0.005 0.080 -0.002 0.4056
H 0.699 -2.026 8.446 0.181 0.038 -0.139 0.2816
H 1.722 -3.447 8.153 -0.017 0.020 0.146 0.2524
H -0.008 -3.622 8.452 -0.052 -0.143 -0.326 0.4118
```
Positions in Å, forces in eV/Å.